Record 1
128
Properties=species:S:1:pos:R:3:forces:R:3 method="wB97M-V/def2-TZVPD" spin_multiplicity=1 mol_weight_g_mol=1112.55
C -2.411366 1.251763 -4.090655 0.283 0.958 -1.793
O -2.578810 0.352089 -3.320323 -0.431 -0.862 1.376
N -1.230364 1.546912 -4.674532 0.642 -0.860 0.037
C -0.077445 0.657068 -4.452061 0.167 0.620 -0.218
C -1.056632 2.609302 -5.647717 0.095 0.462 0.435
H -3.199041 1.889489 -4.520845 -0.334 0.110 0.471
H 0.257149 0.277182 -5.417372 0.103 -0.025 -0.093
H -0.246685 -0.202001 -3.802861 -0.667 0.271 -0.068
H 0.735098 1.232397 -4.008343 0.032 0.022 -0.067
H -1.846967 3.356673 -5.577693 -0.168 -0.155 0.239
H -0.136239 3.133569 -5.390568 0.097 0.060 -0.187
H -1.011845 2.314872 -6.696243 0.079 -0.516 0.034
C -1.228747 1.948519 4.992279 0.435 2.109 3.407
O -1.091986 2.742176 5.970347 -0.397 -1.704 -2.572
N -2.405002 1.473970 4.561107 1.741 -1.499 -1.093
C -2.332663 0.312150 3.665701 -1.214 0.861 0.382
C -3.684441 1.775324 5.065549 -0.680 1.489 0.904
H -0.361030 1.537482 4.453473 -0.168 0.228 0.079
H -2.859307 -0.454211 4.234409 0.482 -0.733 -0.333
H -1.306110 0.089819 3.374393 -0.260 -0.148 0.141
H -2.954795 0.527315 2.796936 0.166 -0.179 -0.330
H -4.163138 2.447570 4.353487 -0.599 -0.211 -0.050
H -4.308361 0.918435 5.319668 0.151 -0.305 -0.474
H -3.615221 2.336258 5.997569 0.345 0.106 -0.014
C 1.394312 3.612464 2.240243 -1.414 -0.608 3.218
O 1.105252 3.025285 3.339210 0.988 2.033 -3.754
N 1.010044 4.881611 1.869729 -0.121 -2.158 1.633
C 1.490867 5.377182 0.602811 -0.733 1.522 0.222
C 0.165350 5.726019 2.761757 0.008 0.257 -0.881
H 2.001237 3.134912 1.455519 -0.018 -0.110 0.211
H 0.662392 5.693474 -0.030971 -0.265 -0.378 -0.232
H 2.128184 4.684967 0.052570 -0.072 0.088 0.430
H 1.984677 6.326754 0.809140 0.641 -0.027 -0.194
H -0.145193 5.339287 3.732382 0.870 -0.776 -0.171
H 0.670157 6.679186 2.919039 0.057 0.038 0.012
H -0.796493 5.932618 2.292439 0.062 0.094 -0.474
C 4.680601 -1.350037 5.923164 -2.603 3.736 0.055
O 5.066738 -2.442222 5.929864 2.448 -5.247 0.238
N 3.858061 -0.861386 4.970644 0.211 2.177 1.554
C 3.527945 0.574963 5.010538 -0.457 -0.122 -1.116
C 3.526370 -1.548815 3.764318 0.068 -0.073 0.082
H 4.791135 -0.660858 6.774641 0.308 0.309 -0.050
H 2.463173 0.741337 4.847171 -0.105 -0.225 -0.283
H 4.061498 1.039117 4.181081 -0.024 0.343 -0.088
H 3.711261 1.175784 5.901328 0.573 -0.827 0.345
H 2.440361 -1.508656 3.680230 -0.013 -0.006 -0.631
H 4.064647 -1.037820 2.966039 -0.459 -0.160 -0.485
H 3.852496 -2.588321 3.798254 0.026 0.106 0.173
C 1.060193 -2.327257 6.486255 -0.454 -0.199 0.928
Cl -0.083998 -2.069886 5.158197 0.379 0.091 -0.221
Cl 1.627208 -0.821940 7.244199 -0.238 -0.206 -0.138
H 0.460875 -2.829947 7.245348 0.297 -0.006 -0.059
H 1.912622 -2.950679 6.216431 -0.117 0.319 -0.343
C 3.905290 1.990819 -2.416316 0.660 0.433 0.017
Cl 3.331371 1.751563 -4.031244 -0.323 -0.384 -1.057
Cl 2.573489 2.550626 -1.371241 0.518 -0.343 -0.010
H 4.387655 1.073286 -2.079338 -0.508 0.085 0.324
H 4.665445 2.762417 -2.538373 -0.230 0.088 0.627
C -4.217752 2.121677 -0.901125 0.555 -0.291 -0.077
Cl -4.790968 2.698102 0.709804 0.277 -0.303 -0.777
Cl -5.241678 2.646376 -2.248945 0.000 0.050 0.268
H -3.201708 2.471265 -1.084287 -0.300 0.438 0.198
H -4.143395 1.034774 -0.935806 -0.453 0.039 0.319
C -0.185868 0.010131 -0.224520 -0.092 -0.936 -0.799
Cl -1.072963 1.301964 0.507098 -0.215 0.722 0.379
Cl -0.259619 -1.490969 0.775333 0.520 0.590 -0.259
H -0.682788 -0.237399 -1.162553 -0.036 -0.012 0.092
H 0.832577 0.327915 -0.447839 0.040 -0.335 0.520
C 0.306388 -5.225067 0.750706 -0.380 -0.056 0.230
Cl -1.326095 -6.026554 0.754515 0.987 0.316 -0.063
Cl 0.731205 -4.593507 2.371326 -0.207 -0.066 -0.509
H 1.088583 -5.932757 0.476035 -0.391 -0.107 0.069
H 0.265007 -4.420010 0.017039 -0.013 -0.042 0.272
N -4.145202 -1.597106 0.267171 1.257 -1.817 1.951
C -3.290662 -2.631165 0.705052 -2.846 1.358 -0.655
C -3.422134 -3.190669 1.961737 0.172 0.741 0.241
C -4.333155 -2.628621 2.846798 -0.008 0.143 0.663
C -5.122893 -1.539197 2.498259 0.511 -1.511 0.626
C -5.014944 -1.126370 1.209520 1.742 1.303 -2.007
H -2.599507 -3.086975 0.011559 0.023 0.400 -0.306
H -2.706909 -3.928371 2.294355 -0.142 -0.248 -0.015
H -4.362518 -2.956910 3.875266 0.015 -0.294 0.092
H -5.738836 -1.043312 3.233856 -0.134 0.044 -0.137
H -5.409813 -0.153811 0.955346 -0.756 -0.104 -0.393
N 1.123058 -4.265865 -2.253108 0.758 0.479 -0.752
C 1.514539 -5.485400 -2.724323 -0.062 2.402 -0.595
C 2.090656 -5.633680 -3.997334 -0.234 0.263 0.837
C 2.190245 -4.518856 -4.833225 -0.393 0.328 1.157
C 1.824837 -3.248283 -4.334386 -0.031 -0.630 0.973
C 1.339014 -3.125683 -2.997795 0.656 -3.025 -0.917
H 1.408165 -6.295244 -2.017762 -0.085 -0.229 -0.129
H 2.517698 -6.597919 -4.230321 -0.157 -0.051 -0.427
H 2.598097 -4.625035 -5.827600 0.037 0.090 -0.045
H 2.019357 -2.397399 -4.970423 -0.196 0.247 0.140
H 1.221104 -2.196557 -2.460011 -0.314 0.173 -0.220
N 3.345616 -1.381027 -0.012305 1.930 -1.426 0.622
C 4.555637 -0.765757 0.319956 -1.581 -1.163 -0.852
C 5.680580 -1.416760 0.776269 -0.918 -1.847 -0.066
C 5.574807 -2.835744 0.905806 0.080 0.713 -0.366
C 4.408877 -3.523371 0.580580 -0.605 1.626 -0.322
C 3.291707 -2.760011 0.121460 1.472 2.182 0.520
H 4.629388 0.290148 0.105399 -0.374 0.250 0.196
H 6.588870 -0.878831 1.004391 0.030 -0.067 0.007
H 6.443107 -3.413260 1.186762 0.090 0.030 0.237
H 4.371528 -4.598642 0.674307 -0.136 -0.022 -0.047
H 2.341309 -3.198962 -0.143973 -0.014 -0.134 -0.017
N -1.658659 5.028960 -2.567042 -1.264 0.870 -0.860
C -2.246483 6.138127 -3.138053 2.447 -0.862 0.699
C -1.549171 6.987850 -4.050179 -0.691 -1.853 1.227
C -0.244038 6.609772 -4.383154 -0.069 -0.475 0.876
C 0.344035 5.467150 -3.765343 -0.646 1.494 -0.986
C -0.427969 4.688611 -2.925429 0.168 0.756 -0.220
H -3.198852 6.353099 -2.676345 -0.248 0.247 -0.463
H -2.082099 7.860751 -4.397218 0.328 0.094 -0.327
H 0.316897 7.234893 -5.062107 0.207 -0.049 -0.020
H 1.387820 5.236693 -3.919632 0.023 -0.130 -0.232
H 0.026395 3.793798 -2.526354 -0.244 -0.225 0.383
N -3.867805 -3.175741 -5.029130 -0.265 -0.527 -0.071
C -3.131314 -4.315976 -5.013667 0.643 1.126 0.770
C -2.237425 -4.564330 -3.976356 -0.621 -0.263 0.205
C -2.294693 -3.774407 -2.837743 0.641 0.312 -0.072
C -3.100920 -2.672053 -2.793244 -0.828 1.188 -1.581
C -3.856786 -2.364370 -3.974233 1.284 -1.270 0.896
H -3.173179 -4.961012 -5.878870 -0.127 0.067 -0.171
H -1.489079 -5.340452 -3.913138 -0.197 -0.430 -0.656
H -1.553121 -3.979011 -2.079709 -0.125 0.019 0.394
H -3.059764 -1.912678 -2.026396 -0.177 -0.233 0.295
H -4.377610 -1.420940 -4.045484 -0.174 -0.035 -0.038

---

Record 2
114
Properties=species:S:1:pos:R:3:forces:R:3 method="wB97M-V/def2-TZVPD" total_charge=-1 spin_multiplicity=1 mol_weight_g_mol=724.04
C 4.606002 1.544900 -0.146057 0.061 0.821 -0.277
C 3.275395 0.827016 -0.792386 0.077 -0.590 -0.563
C 3.581873 0.130211 -2.277669 -0.211 -0.917 2.044
C 4.523870 -1.194412 -1.971510 0.205 0.242 -1.210
C 5.421250 -1.459744 -3.336184 0.698 0.173 0.751
C 5.895646 -3.018870 -3.524418 0.155 0.425 0.319
C 4.684424 -4.066240 -3.904668 0.052 0.543 0.019
C 3.309657 -3.355797 -4.446415 -0.262 -1.735 -0.768
C 2.513312 -4.505221 -5.355067 -0.927 0.579 -0.431
C 1.043601 -4.915807 -4.748125 0.722 -1.323 -0.308
C 1.119022 -6.466466 -4.138857 -1.360 -0.129 0.605
C 0.079353 -6.643890 -2.861200 1.283 -0.425 -0.203
S -0.711875 -8.368219 -3.046305 -0.429 0.486 -0.060
C 0.941619 -6.734581 -1.467486 -0.421 0.253 -0.529
C -0.013472 -6.725122 -0.100544 0.367 -0.780 -1.862
O 0.186934 -5.413577 0.535180 -0.265 -1.842 2.251
C 0.253341 -5.506632 2.003480 0.320 0.721 0.304
C -0.765916 -4.347628 2.647587 -0.707 -1.921 -0.631
O -0.112240 -3.513580 3.671667 -1.165 3.364 -1.546
C -0.347934 -2.072663 3.442981 -0.473 4.047 -0.775
C -1.426377 -1.161427 4.339636 2.325 0.978 -2.850
C -1.618010 0.474749 4.051662 2.331 -2.114 -2.036
C -0.813509 1.281352 2.873999 0.577 -4.172 0.221
C -0.979045 2.876593 2.495368 1.820 0.115 0.327
C 0.561625 3.383590 2.081118 -0.606 1.132 0.397
C -1.366018 3.818523 3.822879 -0.561 -0.426 -0.270
C -1.907169 3.182269 1.183579 -0.296 -0.376 -0.039
C -3.372401 2.461864 1.157207 -1.449 0.153 -1.184
C -3.345763 0.876410 0.652456 0.492 -0.060 1.663
C -4.255747 2.596797 2.530242 -0.058 1.351 -0.151
C -4.250113 3.259099 -0.023578 1.037 -0.713 -0.221
C 0.250711 0.373505 1.958073 -2.013 -2.641 3.212
C 0.478047 -1.253959 2.269442 -2.087 1.804 1.597
H 4.364453 2.709151 -0.086591 0.660 -2.541 0.210
H 4.910961 1.119826 0.918361 -0.780 0.974 -2.273
H 5.567250 1.471708 -0.846437 -2.122 -0.094 1.380
H 2.926236 -0.065030 -0.098236 0.657 1.845 -1.353
H 2.388106 1.589623 -0.916018 1.901 -1.534 0.468
H 2.543866 -0.271886 -2.659878 2.142 0.999 0.346
H 4.095729 0.864668 -3.033573 -1.035 -1.463 1.525
H 3.849874 -2.128259 -1.720454 1.302 1.905 -0.538
H 5.261131 -1.021399 -1.070211 -1.520 -0.242 -1.734
H 4.864826 -1.003894 -4.267611 1.043 -1.203 1.793
H 6.414772 -0.811695 -3.208371 -2.050 -1.290 -0.318
H 6.349826 -3.376875 -2.482611 -0.724 0.862 -2.281
H 6.766385 -3.004314 -4.337638 -1.900 -0.278 1.707
H 5.064828 -4.814264 -4.721289 -0.697 1.432 1.581
H 4.411688 -4.686157 -2.949491 0.473 1.089 -1.871
H 2.598759 -3.104388 -3.549380 1.507 -0.128 -1.763
H 3.484992 -2.446465 -5.168212 -0.177 -1.638 1.756
H 3.124444 -5.499664 -5.477811 -0.994 2.050 0.273
H 2.314817 -4.063957 -6.441516 0.663 -0.866 2.170
H 0.304755 -4.978624 -5.665554 1.171 0.414 2.089
H 0.667524 -4.188124 -3.905151 0.666 -1.408 -1.794
H 0.748642 -7.218906 -4.981852 1.060 1.609 1.694
H 2.201394 -6.764344 -3.790607 -1.549 0.680 -0.851
H -2.054129 -8.241541 -3.485775 1.459 0.443 0.546
H 1.635575 -7.677697 -1.513328 -0.990 1.334 0.519
H 1.663566 -5.793494 -1.395380 -1.557 -1.836 -0.131
H -1.156019 -6.816842 -0.419720 2.480 0.041 0.641
H 0.316455 -7.645288 0.578172 -0.761 2.107 -1.121
H -0.040053 -6.565870 2.438250 0.387 2.101 -1.147
H 1.377355 -5.327429 2.314846 -2.205 -0.069 -0.352
H -1.599508 -4.977931 3.224679 1.524 1.614 -1.294
H -1.244517 -3.730984 1.754942 1.170 -1.234 2.014
H -2.034220 -1.742506 5.174526 1.380 1.591 -1.906
H -2.375493 1.033261 4.747902 1.666 -1.201 -1.516
H 1.345885 3.137044 2.931579 -1.659 0.217 -1.899
H 0.891142 3.007409 1.018303 -0.541 0.707 2.226
H 0.483464 4.574594 2.062947 0.267 -2.474 -0.207
H -0.393098 4.152960 4.381245 -1.832 -0.783 -1.068
H -2.062404 3.224808 4.569151 1.465 1.378 -1.504
H -1.945658 4.790479 3.476463 1.197 -2.053 0.658
H -2.061329 4.348493 1.103492 0.350 -2.238 0.333
H -1.338908 2.856153 0.186681 -1.125 0.577 2.216
H -3.628311 0.247317 1.627083 0.556 1.059 -2.329
H -4.112398 0.657642 -0.218807 1.675 0.492 1.852
H -2.240958 0.557109 0.389470 -2.360 0.595 0.245
H -4.470046 3.759621 2.689196 0.495 -2.366 -0.236
H -3.706255 2.238417 3.499258 -1.201 0.424 -2.086
H -5.338722 2.110867 2.407750 2.533 0.740 0.237
H -3.959663 2.697612 -1.036117 -0.868 1.477 2.031
H -3.904718 4.387229 -0.119837 -1.025 -2.253 0.296
H -5.397972 3.134351 0.196612 2.261 0.394 -0.586
H 0.884554 0.803623 1.071479 -1.437 -0.811 2.014
H 1.274372 -1.841234 1.603156 -2.015 1.376 1.628
C -9.459574 1.952386 6.303067 0.127 0.057 -0.021
C -9.455753 3.346089 6.378676 0.362 -0.194 -0.081
C -8.270435 4.054833 6.173504 0.046 -0.069 -0.026
C -7.090243 3.354781 5.887417 -0.880 -0.515 0.134
C -7.089648 1.955239 5.818526 -0.012 0.073 -0.006
C -8.280629 1.257240 6.028362 -0.013 0.417 0.024
N -5.846266 4.095397 5.645588 1.271 0.658 -0.224
O -5.883641 5.331702 5.734218 0.062 -1.770 -0.144
O -4.831342 3.442761 5.362681 -1.559 1.031 0.606
H -10.387407 1.404430 6.458218 0.197 0.112 -0.027
H -10.378307 3.880680 6.594689 0.232 -0.068 -0.048
H -8.284071 5.140785 6.235772 0.229 -0.281 -0.076
H -6.179927 1.399025 5.602238 -0.120 0.337 0.015
H -8.291110 0.170878 5.974005 0.066 0.241 -0.004
C 4.435997 6.519783 -5.397110 -0.048 -0.094 0.092
C 3.872876 5.340880 -5.888254 0.019 0.078 0.409
C 3.361193 4.388612 -5.004649 0.004 0.037 0.087
C 3.414736 4.630383 -3.624993 0.413 0.678 -0.665
C 3.986460 5.809565 -3.128885 -0.029 -0.046 -0.048
C 4.497480 6.753220 -4.022217 -0.179 -0.359 -0.153
N 2.855542 3.644751 -2.692091 -0.620 -1.072 0.716
O 2.375521 2.605610 -3.169027 0.608 1.872 0.638
O 2.891595 3.909763 -1.481921 -0.139 -0.180 -1.735
H 4.828578 7.261868 -6.090213 -0.072 -0.158 0.143
H 3.829943 5.165478 -6.961075 -0.012 -0.019 0.250
H 2.925521 3.475009 -5.403242 0.059 0.160 0.321
H 4.039018 6.007793 -2.060386 -0.125 -0.257 -0.239
H 4.940556 7.673112 -3.647077 -0.104 -0.218 -0.025

---

Gap between HOMO and LUMO list, top to bottom, in eV: 8.428, 2.376